[1]
{
  "formula": "C5H11O2",
  "method": "wB97M-V/def2-TZVPD",
  "species": ["C", "C", "H", "H", "H", "H", "H", "H", "C", "C", "C", "O", "O", "H", "H", "H", "H", "H"],
  "positions_angstrom": [[1.3815, 1.9380, 0.2991], [2.7903, 1.4506, 0.8076], [0.7237, 2.5817, 0.9852], [1.4625, 2.4967, -0.7005], [0.5450, 1.2759, 0.0581], [3.0326, 2.2736, 1.5235], [2.7138, 0.5715, 1.4697], [3.4885, 1.4119, 0.0270], [-1.1748, -1.0661, -0.4990], [-2.2263, -1.7553, -1.4852], [-1.3908, -1.1942, 0.9637], [-2.4139, -0.9835, 1.5802], [-0.3741, -1.6169, 1.6120], [-0.1145, -1.6437, -0.6346], [-1.0846, -0.0199, -0.8830], [-2.6640, -0.9765, -2.1927], [-3.0656, -2.2896, -0.9324], [-1.6294, -2.4541, -1.9987]],
  "multiplicity": 1,
  "relative_energy_kcal_mol": 41.1,
  "total_energy_ev": -9458.246,
  "total_charge": -1
}

[2]
{
  "formula": "C5H11O2",
  "method": "wB97M-V/def2-TZVPD",
  "species": ["C", "O", "C", "C", "C", "C", "H", "H", "H", "H", "H", "H", "H", "H", "H", "H", "H", "O"],
  "positions_angstrom": [[0.9333, -0.4348, 0.7895], [2.2629, -0.5341, 0.5972], [0.0288, -1.2843, -0.1685], [-1.4597, -0.9078, -0.0415], [-1.7139, 0.5762, -0.0104], [-2.7997, 1.1486, 0.4900], [0.6703, -0.8140, 1.8178], [0.5226, 0.6040, 0.8398], [0.1361, -2.3335, 0.1175], [0.4483, -1.1529, -1.1726], [-2.1829, -1.3523, -0.7272], [-1.6964, -1.3256, 0.9524], [-1.1137, 1.0940, -0.7606], [-3.4280, 0.6698, 1.2342], [-3.0904, 2.1644, 0.2393], [1.2871, 1.3254, -1.1945], [2.4500, 0.5692, -0.7695], [2.1986, 1.2294, -1.4937]],
  "multiplicity": 1,
  "relative_energy_kcal_mol": 57.1,
  "total_energy_ev": -9457.554,
  "total_charge": -1
}

[3]
{
  "formula": "C5H11O2",
  "method": "wB97M-V/def2-TZVPD",
  "species": ["C", "C", "C", "O", "O", "H", "H", "H", "H", "H", "C", "C", "H", "H", "H", "H", "H", "H"],
  "positions_angstrom": [[0.9197, -0.8326, 0.7956], [1.3054, -1.1842, -0.6287], [1.2334, -2.0167, 1.7535], [1.9115, -1.7272, 2.7718], [0.8407, -3.1544, 1.4167], [1.4270, 0.0372, 1.1864], [-0.1442, -0.5904, 0.8893], [2.3821, -1.3112, -0.7238], [0.9725, -0.4483, -1.3615], [0.8452, -2.1392, -0.8862], [-1.5712, 1.2369, -1.2921], [-1.3761, 2.0658, -0.0421], [-0.6717, 1.1870, -1.9074], [-1.8173, 0.2045, -1.0449], [-2.3494, 1.6227, -1.9458], [-2.1784, 2.7828, 0.1669], [-1.2042, 1.5106, 0.8790], [-0.5249, 2.7566, -0.0268]],
  "multiplicity": 1,
  "relative_energy_kcal_mol": 8.2,
  "total_energy_ev": -9459.673,
  "total_charge": -1
}

[4]
{
  "formula": "C5H11O2",
  "method": "wB97M-V/def2-TZVPD",
  "species": ["C", "C", "O", "O", "H", "H", "H", "C", "C", "C", "H", "H", "H", "H", "H", "H", "H", "H"],
  "positions_angstrom": [[-0.0632, 0.4619, 2.6387], [-1.0695, 1.3438, 1.8431], [-0.9515, 2.5858, 1.8872], [-1.8957, 0.6777, 1.1474], [0.9015, 0.4834, 2.1519], [-0.5117, -0.4686, 2.9793], [0.0852, 1.0950, 3.5351], [-0.1253, -0.4228, -1.0350], [-0.4174, -0.8605, -2.4590], [1.4354, -0.3786, -0.8389], [-0.5104, -1.0433, -0.2190], [-0.5656, 0.5205, -0.7229], [-1.5048, -0.8699, -2.6294], [-0.0525, -0.1124, -3.1628], [1.7732, -1.4076, -0.7659], [-0.0799, -1.8812, -2.6358], [1.7575, 0.1642, 0.0364], [1.7946, 0.1125, -1.7503]],
  "multiplicity": 1,
  "relative_energy_kcal_mol": 12.3,
  "total_energy_ev": -9459.496,
  "total_charge": -1
}

[5]
{
  "formula": "C5H11O2",
  "method": "wB97M-V/def2-TZVPD",
  "species": ["C", "C", "O", "O", "H", "H", "H", "C", "C", "C", "H", "H", "H", "H", "H", "H", "H", "H"],
  "positions_angstrom": [[-3.6233, -0.8356, 1.1964], [-2.6763, 0.3021, 0.8396], [-1.5805, -0.0651, 0.3187], [-3.0266, 1.4850, 1.0739], [-3.1072, -1.5825, 1.7995], [-3.9394, -1.3376, 0.2795], [-4.5207, -0.4879, 1.7080], [1.6049, 0.1573, -0.2389], [2.4991, -0.9770, -0.7345], [1.9069, 1.4911, -0.8919], [0.5617, -0.1211, -0.3997], [1.7317, 0.2688, 0.8415], [2.3068, -1.8775, -0.1494], [3.5482, -0.6928, -0.5871], [2.9207, 1.8255, -0.6440], [1.8859, 1.3937, -1.9853], [2.3262, -1.2102, -1.7858], [1.1820, 2.2636, -0.6406]],
  "multiplicity": 1,
  "relative_energy_kcal_mol": 2.1,
  "total_energy_ev": -9459.938,
  "total_charge": -1
}

[6]
{
  "formula": "C5H11O2",
  "method": "wB97M-V/def2-TZVPD",
  "species": ["C", "C", "O", "O", "H", "H", "H", "C", "C", "C", "H", "H", "H", "H", "H", "H", "H", "H"],
  "positions_angstrom": [[0.8503, -2.7066, -1.7078], [-0.0317, -3.4398, -0.7367], [0.4237, -3.9019, 0.2912], [-1.2960, -3.5534, -0.9804], [0.8487, -1.6630, -1.4403], [0.5230, -2.7595, -2.7498], [1.8243, -3.1785, -1.6834], [-0.1461, 1.6035, 1.2715], [0.3906, 3.0230, 1.0647], [-1.0880, 1.1436, 0.1528], [0.6946, 0.9162, 1.3996], [-0.7079, 1.4526, 2.1891], [-0.2558, 3.7615, 1.5409], [0.6568, 3.1568, 0.0210], [-1.2917, 0.0879, 0.2531], [-2.0302, 1.6645, 0.2734], [1.2832, 3.1328, 1.6757], [-0.6479, 1.2605, -0.8345]],
  "s_squared": 0.755,
  "multiplicity": 2,
  "relative_energy_kcal_mol": 5.6,
  "total_energy_ev": -9456.204
}